(1)
{"formula": "C3H13N2O", "method": "ωB97M-V/def2-TZVPD", "elements": ["N", "C", "C", "N", "C", "H", "H", "H", "H", "H", "H", "H", "H", "H", "H", "H", "H", "H", "O"], "positions_angstrom": [[-0.785, 0.695, -0.873], [0.817, 0.982, -0.774], [1.298, 0.658, 0.701], [0.943, -0.723, 0.872], [0.609, -0.899, 2.338], [-1.097, 0.630, 0.070], [-1.121, -0.266, -1.227], [-1.337, 1.413, -1.353], [1.073, 2.109, -0.970], [1.309, 0.554, -1.601], [0.925, 1.308, 1.445], [2.380, 0.856, 0.643], [1.653, -1.425, 0.620], [0.300, -1.923, 2.341], [1.410, -0.591, 2.964], [-0.162, -0.132, 2.584], [-2.180, -1.518, -2.821], [-3.437, -0.898, -2.668], [-2.599, -0.829, -2.288]], "forces_ev_per_a": [[1.94, -1.02, -0.37], [-1.62, 3.47, 0.83], [0.10, -0.50, -4.54], [2.87, 1.39, 4.98], [-2.68, -0.09, -2.64], [-0.71, 0.60, 1.09], [0.55, 1.53, -0.42], [0.20, -0.08, -0.15], [-1.23, -1.80, 0.53], [0.50, -1.44, -0.59], [-0.93, 0.51, 0.68], [0.14, -0.65, 0.07], [-0.61, -0.15, -1.07], [-0.27, -0.54, 1.30], [1.54, -0.14, 0.39], [0.01, -0.95, -0.08], [0.49, -0.08, 0.10], [-2.82, 0.44, -0.52], [2.55, -0.51, 0.42]], "charge": 2, "lumo_ev": [-7.2, -12.9], "multiplicity": 2, "relative_energy_kcal_mol": 44.27}



(2)
{"formula": "C22H35O2Sb2Se2Ti", "method": "ωB97M-V/def2-TZVPD", "elements": ["Ti", "C", "C", "C", "C", "C", "H", "H", "H", "H", "H", "O", "C", "C", "C", "O", "C", "Se", "C", "Se", "H", "H", "H", "H", "H", "H", "H", "H", "H", "H", "C", "Sb", "C", "C", "C", "C", "C", "C", "C", "C", "C", "Sb", "C", "C", "H", "H", "H", "H", "H", "H", "H", "H", "H", "H", "H", "H", "H", "H", "H", "H", "H", "H", "H", "H"], "positions_angstrom": [[0.685, 0.546, -1.069], [-1.529, 0.688, -0.318], [-1.307, 1.821, -1.132], [-0.328, 2.619, -0.506], [0.040, 1.992, 0.709], [-0.687, 0.784, 0.813], [-2.209, -0.129, -0.509], [-1.765, 2.031, -2.086], [0.064, 3.549, -0.890], [0.705, 2.387, 1.461], [-0.615, 0.059, 1.607], [3.508, -2.188, -4.880], [2.101, -2.259, -4.778], [1.661, -1.325, -3.635], [0.169, -1.567, -3.484], [-0.395, -0.536, -2.644], [2.447, -1.756, -2.380], [1.614, -1.651, -0.567], [1.971, 0.101, -4.119], [1.618, 1.698, -3.005], [3.810, -2.768, -5.586], [1.771, -3.280, -4.550], [1.619, -1.944, -5.711], [-0.013, -2.541, -3.024], [-0.330, -1.516, -4.454], [-1.347, -0.664, -2.579], [3.402, -1.241, -2.340], [2.659, -2.822, -2.457], [1.412, 0.286, -5.037], [3.031, 0.155, -4.356], [-0.580, -1.478, 4.706], [0.966, -1.786, 3.245], [1.646, -3.654, 4.043], [2.435, -0.584, 4.303], [2.203, 0.886, 4.137], [1.377, 1.543, 5.055], [1.155, 2.907, 5.004], [1.794, 3.664, 4.030], [2.606, 3.023, 3.110], [2.792, 1.639, 3.119], [3.675, 1.016, 2.067], [3.080, 1.413, 0.034], [4.759, 0.564, -0.945], [3.459, 3.485, -0.299], [-0.202, -1.704, 5.703], [-1.424, -2.130, 4.489], [-0.921, -0.444, 4.678], [1.772, -3.573, 5.121], [2.596, -3.925, 3.585], [0.918, -4.433, 3.822], [3.424, -0.890, 3.968], [2.343, -0.862, 5.353], [0.921, 0.962, 5.848], [0.516, 3.381, 5.736], [1.670, 4.738, 3.993], [3.127, 3.614, 2.364], [3.703, -0.070, 2.128], [4.700, 1.381, 2.143], [5.673, 1.045, -0.601], [4.652, 0.710, -2.019], [4.797, -0.500, -0.716], [4.415, 3.773, 0.135], [2.666, 4.095, 0.129], [3.485, 3.634, -1.377]], "forces_ev_per_a": [[-0.45, 0.35, 0.11], [0.06, -0.02, -0.05], [-0.02, -0.04, 0.02], [0.06, -0.02, 0.05], [0.03, -0.07, -0.04], [0.05, -0.02, -0.02], [-0.02, 0.05, 0.00], [0.00, -0.01, 0.03], [-0.02, -0.01, 0.01], [0.00, 0.03, 0.04], [-0.01, 0.04, 0.01], [0.01, -0.03, -0.03], [0.03, 0.00, -0.02], [-0.01, -0.03, 0.01], [0.01, 0.08, 0.06], [-0.02, -0.19, -0.25], [-0.03, 0.00, -0.02], [0.05, -0.08, 0.11], [-0.05, 0.00, -0.05], [0.14, -0.01, -0.03], [-0.01, 0.02, 0.03], [0.01, 0.00, 0.00], [0.01, 0.00, 0.00], [0.00, 0.01, 0.01], [0.01, -0.01, 0.01], [0.08, 0.03, 0.08], [-0.05, -0.03, -0.01], [0.03, 0.02, -0.01], [0.02, -0.01, -0.01], [0.00, -0.01, -0.01], [0.05, 0.01, -0.04], [0.02, -0.04, 0.11], [-0.01, 0.05, -0.04], [-0.07, -0.03, -0.01], [-0.08, -0.13, 0.14], [-0.04, 0.03, 0.05], [0.06, -0.02, -0.06], [-0.01, -0.09, -0.01], [-0.02, 0.06, -0.05], [0.19, 0.07, -0.15], [-0.14, 0.13, -0.03], [0.10, -0.05, -0.11], [-0.06, -0.01, 0.01], [0.00, -0.06, 0.06], [0.01, -0.01, 0.00], [-0.01, -0.01, 0.00], [-0.01, 0.01, -0.01], [0.00, 0.00, 0.01], [0.01, -0.02, 0.00], [0.00, -0.01, 0.00], [0.00, -0.01, 0.02], [0.00, 0.00, 0.01], [-0.01, -0.01, 0.01], [-0.01, 0.00, 0.01], [0.01, 0.01, 0.00], [0.00, 0.02, 0.00], [0.00, 0.00, 0.00], [0.04, 0.01, -0.02], [-0.01, 0.02, 0.02], [0.04, 0.00, 0.01], [0.04, 0.02, -0.01], [0.00, 0.00, 0.01], [0.00, 0.01, 0.00], [0.02, 0.00, 0.02]], "charge": 1, "lumo_ev": -3.5, "relative_energy_kcal_mol": 1.67}



(3)
{"formula": "C10H25NbO6P", "method": "ωB97M-V/def2-TZVPD", "elements": ["C", "C", "O", "P", "O", "C", "C", "C", "Nb", "O", "C", "C", "H", "H", "H", "H", "H", "H", "H", "H", "H", "H", "H", "H", "H", "H", "H", "H", "H", "H", "H", "H", "H", "C", "C", "O", "C", "O", "O", "H", "H", "H", "H"], "positions_angstrom": [[0.783, 4.721, 0.611], [0.829, 3.239, 1.038], [2.169, 2.769, 1.191], [2.238, 1.114, 1.043], [1.759, 0.736, -0.323], [1.288, 0.417, 2.457], [0.754, -1.017, 2.251], [-0.351, -1.177, 1.164], [-2.246, 0.045, 1.464], [3.848, 0.791, 1.290], [4.209, -0.418, 0.590], [4.713, -0.110, -0.842], [1.431, 4.854, -0.263], [1.141, 5.376, 1.417], [-0.267, 4.943, 0.382], [0.225, 2.659, 0.329], [0.308, 3.171, 2.011], [0.518, 1.142, 2.744], [2.002, 0.380, 3.302], [0.288, -1.311, 3.205], [1.562, -1.741, 2.047], [0.015, -1.017, 0.136], [-0.672, -2.238, 1.203], [-2.951, -1.258, 2.574], [-3.031, -0.907, 0.096], [-1.542, 1.303, 0.347], [-1.682, 0.866, 2.992], [-3.785, 1.038, 1.519], [4.961, -0.933, 1.198], [3.329, -1.068, 0.477], [4.036, -0.496, -1.611], [5.719, -0.526, -1.009], [4.802, 0.974, -0.995], [-2.827, -2.168, -3.696], [-3.788, -3.228, -4.171], [-4.508, -3.547, -2.985], [-4.425, -2.473, -2.146], [-5.052, -2.360, -1.151], [-3.530, -1.564, -2.615], [-2.599, -1.432, -4.465], [-1.892, -2.588, -3.318], [-4.490, -2.851, -4.920], [-3.286, -4.110, -4.566]], "forces_ev_per_a": [[0.52, -0.79, 0.23], [-1.21, 1.14, 0.41], [0.61, -1.84, 0.22], [-0.41, 1.15, -1.19], [0.73, -0.13, 1.37], [1.33, -0.21, 0.00], [-0.92, 0.08, -0.51], [0.13, 0.06, -0.20], [0.86, -1.10, -0.53], [-1.74, 0.29, -0.09], [0.01, -0.20, -0.88], [0.51, 0.06, 0.13], [-0.32, 0.12, 0.06], [-0.12, -0.11, -0.21], [0.32, 0.15, -0.05], [0.50, -0.15, 0.07], [0.18, -0.12, -0.28], [-0.11, -0.33, -0.27], [-0.14, 0.22, -0.27], [0.29, 0.05, -0.17], [0.10, 0.39, 0.21], [0.21, 0.01, 0.39], [-0.14, 0.38, 0.01], [-0.13, -0.03, 0.23], [-0.39, -0.16, 0.51], [0.12, 0.58, -0.20], [-0.30, 0.03, 0.78], [-0.12, 0.36, -0.37], [-0.13, 0.25, -0.09], [0.29, 0.07, 0.31], [0.08, 0.09, 0.26], [-0.32, 0.00, 0.05], [-0.14, -0.27, 0.16], [0.37, 0.24, -0.08], [-0.04, -0.21, -0.28], [0.13, -0.01, -0.13], [0.00, 0.31, 0.46], [-0.20, -0.09, -0.12], [-0.23, -0.33, -0.22], [-0.05, 0.11, 0.14], [-0.04, -0.01, 0.01], [0.02, 0.03, 0.02], [-0.09, -0.07, 0.13]], "charge": -1, "lumo_ev": 2.7}



(4)
{"formula": "C35H39F3O5PbSb2", "method": "ωB97M-V/def2-TZVPD", "elements": ["Pb", "O", "C", "C", "O", "C", "C", "O", "C", "O", "O", "F", "C", "C", "C", "C", "C", "C", "Sb", "C", "C", "C", "C", "F", "C", "C", "C", "C", "C", "C", "F", "C", "C", "H", "H", "H", "H", "H", "H", "H", "H", "H", "H", "H", "H", "C", "C", "C", "C", "Sb", "C", "C", "C", "C", "C", "C", "C", "C", "H", "H", "H", "H", "H", "H", "H", "H", "H", "H", "H", "H", "H", "H", "H", "H", "H", "H", "H", "H", "H", "H", "H", "H", "H", "H", "H"], "positions_angstrom": [[-0.061, -0.184, -0.144], [1.113, 4.233, 4.403], [0.917, 3.414, 3.566], [0.743, 3.678, 2.052], [0.824, 4.717, 1.469], [0.458, 2.336, 1.427], [0.507, 1.299, 2.425], [0.319, 0.088, 2.140], [0.772, 1.891, 3.785], [0.835, 1.282, 4.810], [0.186, 2.094, 0.222], [8.993, 1.486, 1.335], [7.753, 1.145, 1.019], [6.947, 2.090, 0.398], [5.656, 1.735, 0.066], [5.209, 0.437, 0.336], [6.020, -0.484, 1.006], [7.316, -0.131, 1.335], [3.343, -0.224, -0.300], [3.251, -2.272, 0.070], [2.557, -2.710, 1.200], [2.506, -4.061, 1.504], [3.159, -4.948, 0.666], [3.111, -6.245, 0.949], [3.867, -4.539, -0.452], [3.914, -3.188, -0.749], [3.105, 0.058, -2.353], [2.611, -0.981, -3.145], [2.433, -0.790, -4.504], [2.731, 0.451, -5.042], [2.556, 0.636, -6.345], [3.193, 1.509, -4.276], [3.370, 1.309, -2.918], [7.340, 3.076, 0.194], [5.013, 2.470, -0.401], [5.658, -1.473, 1.260], [7.985, -0.819, 1.833], [2.063, -2.008, 1.865], [1.987, -4.432, 2.377], [4.373, -5.274, -1.064], [4.484, -2.860, -1.610], [2.374, -1.946, -2.716], [2.077, -1.581, -5.149], [3.404, 2.459, -4.745], [3.726, 2.137, -2.318], [-5.223, 2.263, 0.141], [-3.701, 2.185, 0.237], [-3.237, 2.761, 1.571], [-3.054, 2.927, -0.927], [-3.034, 0.093, 0.151], [-3.700, -1.030, 1.914], [-3.442, -2.516, 1.697], [-2.870, -0.536, 3.096], [-5.187, -0.769, 2.141], [-3.550, -0.794, -1.783], [-3.362, -2.306, -1.717], [-2.572, -0.213, -2.806], [-4.985, -0.460, -2.182], [-5.506, 3.319, 0.199], [-5.728, 1.753, 0.959], [-5.610, 1.882, -0.800], [-3.528, 3.815, 1.611], [-2.152, 2.720, 1.686], [-3.705, 2.267, 2.421], [-3.321, 3.985, -0.848], [-3.426, 2.579, -1.891], [-1.964, 2.866, -0.914], [-2.406, -2.731, 1.420], [-4.105, -2.953, 0.957], [-3.633, -3.032, 2.643], [-1.816, -0.796, 2.998], [-3.243, -1.027, 4.000], [-2.954, 0.537, 3.261], [-5.799, -1.022, 1.273], [-5.382, 0.264, 2.426], [-5.525, -1.398, 2.970], [-2.379, -2.599, -1.335], [-3.447, -2.709, -2.730], [-4.125, -2.792, -1.116], [-1.540, -0.534, -2.624], [-2.596, 0.874, -2.862], [-2.835, -0.596, -3.796], [-5.713, -0.759, -1.426], [-5.229, -1.002, -3.101], [-5.114, 0.600, -2.395]], "forces_ev_per_a": [[-0.30, 0.06, 0.10], [0.02, 0.00, 0.00], [-0.01, 0.05, 0.04], [-0.01, -0.17, -0.20], [-0.01, 0.07, 0.07], [-0.01, -0.05, 0.34], [0.00, 0.34, -0.04], [0.01, -0.11, -0.04], [-0.02, -0.19, -0.17], [0.02, 0.06, 0.07], [0.10, -0.04, -0.12], [0.00, 0.00, 0.00], [0.04, 0.04, 0.00], [-0.02, -0.01, 0.02], [0.04, -0.04, 0.02], [0.04, 0.04, 0.04], [0.04, 0.08, 0.02], [-0.05, -0.02, 0.02], [0.17, 0.03, -0.09], [0.00, -0.14, 0.12], [-0.03, -0.06, -0.01], [0.01, 0.03, -0.01], [0.00, -0.05, 0.00], [0.00, 0.01, 0.00], [0.00, 0.03, 0.00], [0.02, -0.01, 0.01], [-0.04, 0.12, -0.08], [-0.04, 0.02, 0.00], [0.00, 0.00, 0.02], [-0.01, 0.01, -0.05], [0.00, 0.00, 0.01], [0.00, -0.01, 0.04], [0.04, -0.02, -0.06], [0.00, 0.00, 0.00], [0.00, -0.01, -0.02], [0.00, -0.01, -0.03], [0.00, 0.00, 0.00], [0.01, 0.01, -0.01], [0.00, 0.00, 0.00], [0.00, 0.00, 0.00], [-0.02, 0.01, -0.02], [0.01, -0.03, 0.03], [0.00, 0.00, 0.00], [0.00, 0.00, 0.00], [0.01, -0.02, 0.01], [0.01, 0.09, 0.02], [-0.06, -0.10, 0.03], [0.01, 0.09, -0.02], [-0.01, 0.07, 0.01], [0.19, 0.01, -0.04], [-0.08, 0.04, -0.06], [0.03, -0.02, 0.09], [-0.04, -0.06, 0.06], [0.00, -0.04, 0.08], [-0.10, 0.00, -0.02], [0.05, -0.03, -0.04], [0.01, -0.03, -0.05], [0.00, -0.02, -0.04], [0.01, -0.01, 0.00], [0.00, -0.02, 0.01], [0.00, -0.03, -0.03], [0.01, 0.00, -0.01], [-0.01, -0.03, 0.01], [-0.02, 0.01, 0.01], [0.01, -0.01, 0.00], [0.00, -0.01, -0.02], [0.00, -0.01, 0.00], [0.00, 0.00, -0.02], [-0.03, -0.02, -0.06], [0.01, 0.01, -0.01], [0.01, 0.01, -0.01], [0.01, -0.01, -0.01], [0.01, 0.01, 0.00], [0.01, 0.01, -0.01], [-0.01, 0.01, -0.01], [0.01, 0.00, -0.01], [-0.01, 0.00, 0.02], [0.01, 0.01, 0.01], [-0.04, -0.02, 0.04], [0.00, -0.01, 0.01], [0.01, 0.03, 0.01], [-0.01, 0.01, 0.01], [0.01, 0.01, 0.01], [0.01, 0.00, 0.01], [-0.01, 0.03, 0.01]], "charge": 2, "lumo_ev": [-8.9, -8.1]}



DFT total energy / a.u.: -306.08453 -7142.39909 -1245.62105 -2705.55315